Record 1
This record from the Open Molecules 2025 dataset describes C14H20ClN2PdS2 as an isolated structure. The level of theory is the ωB97M-V functional and the def2-TZVPD basis.

As for the spin multiplicity: 2. As for the expectation value of S²: 0.76. The total energy is -2039.2944 a.u. The HOMO energy (alpha / beta) is 2.1 / 0.3 eV. The net charge is -2.

```
40
Properties=species:S:1:pos:R:3:lowdin_charge:R:1
Pd -1.393 -0.383 -0.218 0.276
C 1.150 0.511 2.780 -0.251
C 1.943 -0.037 1.584 -0.242
N 1.942 0.771 0.379 -0.080
C 2.584 2.056 0.514 -0.318
C 1.803 3.274 -0.009 -0.510
S 0.027 3.303 0.305 0.822
C -0.004 3.270 2.116 -0.480
C -0.747 2.082 2.764 -0.316
N -0.262 0.743 2.546 -0.084
H 1.641 1.429 3.131 0.083
H 1.283 -0.218 3.599 0.093
H 1.548 -1.022 1.329 0.088
H 2.984 -0.172 1.910 0.101
H 0.997 0.798 -0.022 0.044
H 3.545 2.056 -0.029 0.095
H 2.846 2.253 1.562 0.088
H 1.886 3.339 -1.096 0.057
H 2.271 4.172 0.408 0.058
H -0.485 4.188 2.465 0.055
H 1.035 3.307 2.453 0.048
H -1.790 2.092 2.436 0.065
H -0.741 2.309 3.844 0.097
H -0.648 0.353 1.640 0.008
S -4.143 1.616 0.544 0.154
C -2.843 0.812 0.019 -0.990
Cl -2.675 -4.317 -0.532 0.584
C -1.927 -3.636 -1.971 -0.624
C -2.445 -4.028 -3.192 -0.175
C -1.899 -3.562 -4.379 -0.164
C -0.808 -2.688 -4.288 -0.149
C -0.311 -2.297 -3.069 -0.092
C -0.855 -2.726 -1.821 -0.392
C -0.303 -2.284 -0.578 -0.266
H -3.286 -4.711 -3.199 0.079
H -2.310 -3.860 -5.335 0.066
H -0.348 -2.302 -5.193 0.079
H 0.515 -1.596 -3.022 0.097
H 0.745 -1.993 -0.667 0.008
H -0.524 -2.900 0.289 -0.014
```

---

Record 2
This record from the Open Molecules 2025 dataset describes a 6-piece molecular cluster, C27H45N2O10 overall at a distorted geometry. The level of theory is the ωB97M-V functional and the def2-TZVPD basis.

As for the spin multiplicity: 1. The total energy is -1917.7091 a.u. The HOMO energy is -1.6 eV. The net charge is -1.

```
84
Properties=species:S:1:pos:R:3:lowdin_charge:R:1
C -2.751 3.415 1.005 -0.139
C -2.963 1.985 0.530 -0.236
C -1.631 1.265 0.138 -0.478
C -1.907 -0.251 0.107 -0.097
N -0.585 1.710 1.028 -0.108
N -0.339 0.768 1.993 -0.020
C -0.123 1.208 3.202 -0.452
C -0.621 0.360 4.354 -0.095
C 0.636 2.479 3.451 -0.095
H -2.305 3.438 1.995 0.051
H -2.134 3.978 0.303 0.065
H -3.712 3.943 1.090 0.044
H -3.639 1.984 -0.336 0.095
H -3.424 1.366 1.306 0.089
H -1.437 1.565 -0.914 0.102
H -0.992 -0.836 0.166 0.039
H -2.385 -0.493 -0.850 0.063
H -2.560 -0.558 0.923 0.061
H -1.555 -0.129 4.072 0.052
H 0.092 -0.443 4.602 0.042
H -0.812 0.978 5.232 0.051
H 1.698 2.359 3.197 0.051
H 0.600 2.800 4.496 0.051
H 0.257 3.271 2.795 0.047
O -3.273 2.894 5.849 0.127
C -4.279 3.149 5.258 -0.486
O -4.401 3.045 3.916 0.024
C -5.681 3.524 3.489 -0.164
C -6.577 3.427 4.718 -0.160
C -5.581 3.670 5.848 -0.081
H -5.565 4.551 3.136 0.125
H -6.027 2.908 2.662 0.126
H -7.412 4.125 4.697 0.110
H -6.984 2.418 4.800 0.116
H -5.459 4.732 6.068 0.126
H -5.829 3.130 6.758 0.119
O -4.414 -2.513 -1.996 0.105
C -3.309 -2.904 -2.239 -0.510
O -2.615 -2.500 -3.324 0.021
C -1.363 -3.216 -3.429 -0.149
C -1.085 -3.712 -2.016 -0.154
C -2.496 -3.921 -1.466 -0.073
H -1.506 -4.044 -4.133 0.122
H -0.591 -2.556 -3.819 0.096
H -0.461 -4.604 -1.992 0.115
H -0.583 -2.935 -1.446 0.092
H -2.886 -4.916 -1.695 0.123
H -2.567 -3.731 -0.398 0.124
O 1.230 -2.303 -3.032 0.039
C 1.556 -1.309 -2.414 -0.454
O 1.039 -1.048 -1.221 0.035
C 1.491 0.247 -0.727 -0.124
C 2.777 0.503 -1.493 -0.136
C 2.515 -0.200 -2.825 -0.065
H 0.717 0.984 -0.929 0.101
H 1.637 0.197 0.344 0.103
H 3.016 1.559 -1.587 0.124
H 3.607 0.014 -0.985 0.098
H 2.012 0.450 -3.544 0.136
H 3.419 -0.612 -3.269 0.112
O 5.545 -1.569 -7.529 0.109
C 4.508 -1.918 -7.042 -0.498
O 4.315 -1.996 -5.709 0.026
C 3.008 -2.546 -5.417 -0.144
C 2.189 -2.289 -6.674 -0.146
C 3.252 -2.364 -7.768 -0.080
H 3.122 -3.612 -5.207 0.133
H 2.590 -2.060 -4.546 0.066
H 1.368 -2.992 -6.799 0.115
H 1.767 -1.283 -6.639 0.120
H 3.404 -3.384 -8.125 0.127
H 3.045 -1.706 -8.608 0.121
O 5.196 1.616 0.962 0.125
C 5.021 0.610 1.583 -0.487
O 3.926 -0.169 1.426 0.003
C 3.941 -1.250 2.372 -0.141
C 5.402 -1.413 2.769 -0.156
C 5.917 0.020 2.658 -0.075
H 3.306 -0.974 3.216 0.131
H 3.526 -2.136 1.897 0.128
H 5.530 -1.860 3.753 0.112
H 5.916 -2.045 2.043 0.115
H 5.769 0.586 3.578 0.130
H 6.959 0.073 2.355 0.120
```

---

Record 3
This record from the Open Molecules 2025 dataset describes C13H19BN2O12Tl as an isolated structure at a distorted geometry. The level of theory is the ωB97M-V functional and the def2-TZVPD basis.

As for the spin multiplicity: 2. As for the expectation value of S²: 0.76. The total energy is -1716.4067 a.u. The HOMO energy (alpha / beta) is -9.1 / -9.1 eV.

```
48
Properties=species:S:1:pos:R:3:lowdin_charge:R:1
Tl 14.443 -25.710 0.075 1.100
N 15.279 -28.251 3.224 -0.539
O 15.159 -27.664 2.182 0.011
O 14.466 -28.074 4.133 0.245
O 16.153 -29.068 3.617 0.223
O 14.471 -27.565 -2.162 -0.044
C 14.432 -28.746 -2.496 -0.358
O 13.526 -29.615 -2.188 0.251
B 13.999 -31.003 -2.275 -0.883
O 15.105 -30.838 -3.250 0.234
C 15.401 -29.553 -3.424 -0.399
O 16.376 -29.148 -3.923 0.179
O 14.347 -31.612 -0.999 0.266
C 13.497 -32.552 -0.770 -0.378
O 13.365 -33.268 0.249 0.103
C 12.524 -32.629 -1.928 -0.395
O 12.917 -31.793 -2.838 0.267
O 11.605 -33.440 -1.911 0.134
C 17.047 -23.506 1.388 -0.084
C 18.102 -24.513 1.205 -0.506
C 18.435 -25.275 2.509 -0.117
C 19.238 -26.556 2.351 -0.178
C 18.617 -27.478 1.356 -0.137
C 18.485 -26.823 -0.065 -0.444
N 17.717 -25.493 0.103 -0.128
O 17.340 -24.969 -1.108 -0.059
C 19.807 -26.622 -0.908 -0.002
C 17.637 -27.728 -0.857 -0.067
C 19.363 -23.687 0.908 -0.036
H 17.133 -22.859 2.262 0.105
H 16.041 -23.890 1.557 0.015
H 16.836 -22.859 0.536 0.096
H 18.950 -24.636 3.227 0.127
H 17.433 -25.463 2.895 0.114
H 19.249 -27.072 3.311 0.116
H 20.286 -26.503 2.057 0.120
H 17.663 -27.916 1.649 0.092
H 19.292 -28.321 1.207 0.126
H 20.379 -25.740 -0.619 0.059
H 20.403 -27.533 -0.863 0.095
H 19.614 -26.357 -1.948 0.081
H 17.907 -28.779 -0.754 0.111
H 16.586 -27.678 -0.574 0.048
H 17.694 -27.589 -1.937 0.091
H 19.139 -23.249 -0.065 0.078
H 20.305 -24.232 0.843 0.079
H 19.421 -22.758 1.476 0.093
H 18.175 -24.665 -1.471 0.095
```

---

Record 4
This record from the Open Molecules 2025 dataset describes C28H37N8OS3Zr as an isolated structure at a distorted geometry. The level of theory is the ωB97M-V functional and the def2-TZVPD basis.

As for the spin multiplicity: 1. The total energy is -2844.0408 a.u. The HOMO energy is -10.2 eV. The net charge is +1.

```
78
Properties=species:S:1:pos:R:3:lowdin_charge:R:1
Zr 0.543 -0.449 -0.011 1.278
C -0.712 -3.456 -0.786 -0.058
N -0.968 -2.089 -1.331 -0.196
C -2.399 -1.711 -1.074 -0.158
C -2.531 -0.706 0.041 -0.160
N -1.643 0.483 -0.196 -0.267
C -1.904 1.052 -1.541 -0.058
C -1.920 1.450 0.865 -0.288
C -2.784 2.519 0.671 -0.019
C -3.081 3.372 1.725 -0.068
C -2.534 3.138 2.976 -0.075
C -1.679 2.065 3.168 -0.115
C -1.349 1.215 2.115 -0.575
S -0.242 -0.132 2.383 0.662
C -0.757 -2.151 -2.785 -0.303
C -1.599 -2.946 -3.563 -0.038
C -1.423 -3.025 -4.931 -0.068
C -0.393 -2.306 -5.530 -0.074
C 0.439 -1.520 -4.760 -0.104
C 0.268 -1.429 -3.373 -0.586
S 1.346 -0.410 -2.439 0.637
H -1.376 -4.177 -1.266 0.093
H -0.887 -3.453 0.286 0.048
H 0.321 -3.728 -0.999 0.091
H -2.984 -2.600 -0.829 0.135
H -2.810 -1.307 -1.995 0.118
H -2.237 -1.138 0.999 0.079
H -3.565 -0.363 0.134 0.146
H -2.978 1.139 -1.719 0.107
H -1.461 0.418 -2.305 0.071
H -1.446 2.034 -1.592 0.086
H -3.233 2.703 -0.294 0.108
H -3.752 4.205 1.566 0.108
H -2.769 3.792 3.806 0.110
H -1.249 1.878 4.144 0.108
H -2.399 -3.507 -3.097 0.116
H -2.082 -3.640 -5.527 0.108
H -0.243 -2.360 -6.600 0.110
H 1.243 -0.960 -5.220 0.102
N 4.490 -1.778 -1.040 0.102
C 3.416 -1.604 -0.254 -0.911
S 3.087 -0.004 0.359 0.616
N 2.661 -2.651 -0.038 -0.015
N 1.571 -2.363 0.823 -0.183
C 1.489 -3.178 1.799 -0.062
C 0.404 -3.270 2.799 -0.313
C 0.775 -3.489 4.120 -0.008
C -0.220 -3.561 5.082 -0.040
C -1.538 -3.453 4.679 -0.039
C -1.808 -3.275 3.328 -0.131
N -0.865 -3.176 2.402 0.059
H 5.047 -0.992 -1.317 0.091
H 4.625 -2.669 -1.487 0.112
H 2.317 -3.876 1.916 0.144
H 1.820 -3.585 4.385 0.122
H 0.034 -3.710 6.123 0.117
H -2.351 -3.520 5.389 0.112
H -2.834 -3.210 2.982 0.115
C 1.750 2.754 2.275 -0.038
N 1.688 3.454 1.003 -0.108
C 1.704 4.908 1.100 -0.031
C 1.407 2.814 -0.147 -0.462
O 0.785 1.709 -0.142 -0.260
N 1.797 3.395 -1.305 -0.114
C 1.181 3.058 -2.579 -0.044
C 3.074 4.089 -1.430 -0.026
H 2.670 3.040 2.788 0.105
H 1.744 1.681 2.122 0.003
H 0.898 3.023 2.900 0.086
H 0.986 5.205 1.867 0.099
H 1.413 5.352 0.154 0.095
H 2.687 5.287 1.385 0.097
H 0.473 2.251 -2.457 0.026
H 1.944 2.710 -3.276 0.091
H 0.697 3.943 -3.000 0.101
H 3.501 4.319 -0.463 0.080
H 2.943 5.019 -1.986 0.102
H 3.771 3.449 -1.976 0.101
```

---

Record 5
This record from the Open Molecules 2025 dataset describes C27H30AsCl4F6N2O2PSSe2Zr as an isolated structure at a distorted geometry. The level of theory is the ωB97M-V functional and the def2-TZVPD basis.

As for the spin multiplicity: 2. As for the expectation value of S²: 0.77. The total energy is -11572.0872 a.u. The HOMO energy (alpha / beta) is -11.1 / -11.1 eV. The net charge is +1.

```
77
Properties=species:S:1:pos:R:3:lowdin_charge:R:1
Zr 1.705 1.238 -0.669 1.361
Cl -1.708 0.227 5.186 0.791
C -0.640 0.943 4.072 -0.706
C -0.198 2.183 4.252 -0.638
Cl -0.653 3.082 5.725 0.690
C 0.481 2.933 3.286 -0.565
Cl 0.926 4.614 3.314 0.769
C 0.827 2.107 2.140 -0.280
O 1.542 2.549 1.091 -0.187
C 0.325 0.813 1.951 -0.422
O 0.620 0.322 0.771 -0.338
C -0.452 0.250 2.880 -0.591
Cl -1.125 -1.299 2.436 0.768
Se 2.268 -1.197 -2.273 0.396
P 3.388 -1.785 -0.523 0.227
Se 3.680 -0.034 0.808 0.438
C 5.055 -2.351 -0.945 -0.436
C 6.182 -1.947 -0.230 -0.106
C 7.422 -2.391 -0.706 -0.076
C 7.508 -3.265 -1.775 -0.089
C 6.379 -3.687 -2.435 -0.090
C 5.106 -3.205 -2.081 -0.094
C 2.612 -3.166 0.312 -0.372
C 1.195 -3.212 0.226 -0.140
C 0.572 -4.405 0.502 -0.073
C 1.355 -5.510 0.881 -0.054
C 2.721 -5.403 1.029 -0.091
C 3.366 -4.279 0.708 -0.086
H 6.193 -1.259 0.639 0.079
H 8.291 -2.195 -0.111 0.104
H 8.564 -3.619 -2.145 0.152
H 6.434 -4.227 -3.409 0.123
H 4.123 -3.596 -2.545 0.126
H 0.603 -2.417 -0.182 0.052
H -0.535 -4.485 0.291 0.128
H 0.892 -6.468 1.044 0.107
H 3.308 -6.314 1.156 0.124
H 4.436 -4.234 0.811 0.117
F 4.548 1.929 -3.007 -0.171
As 3.463 3.160 -2.748 0.746
F 4.611 4.365 -2.430 -0.171
F 3.328 3.358 -4.385 -0.151
F 2.149 4.211 -2.385 -0.217
F 2.179 1.802 -2.741 -0.475
F 3.431 2.740 -0.953 -0.364
C -5.373 -1.634 -0.515 -0.111
C -5.089 -0.464 -1.431 -0.261
C -3.732 -0.600 -2.177 -0.141
C -2.519 -0.494 -1.180 -0.237
N -2.559 0.565 -0.253 0.052
C -1.858 1.692 -0.303 -0.681
S -0.714 1.825 -1.704 0.660
N -1.889 2.624 0.580 0.054
C -2.822 2.727 1.762 -0.126
C -4.287 2.818 1.347 -0.197
C -4.507 3.649 0.072 -0.236
C -5.927 4.266 0.087 -0.096
H -6.430 -1.532 -0.188 0.088
H -4.758 -1.862 0.327 0.050
H -5.307 -2.581 -1.119 0.098
H -5.164 0.542 -0.947 0.094
H -5.853 -0.399 -2.209 0.111
H -3.561 0.245 -2.933 0.138
H -3.593 -1.578 -2.534 0.091
H -1.580 -0.503 -1.642 0.050
H -2.560 -1.444 -0.596 0.124
H -3.326 0.595 0.348 0.098
H -1.251 3.412 0.513 0.150
H -2.547 3.627 2.261 0.118
H -2.642 1.942 2.519 0.119
H -4.825 3.175 2.210 0.114
H -4.689 1.752 1.278 0.123
H -4.475 3.002 -0.781 0.085
H -3.717 4.413 -0.018 0.118
H -6.620 3.542 0.547 0.079
H -6.289 4.657 -0.879 0.081
H -6.016 5.146 0.725 0.072
```

---

> What is the formula in the first record?

C14H20ClN2PdS2